Below is C31H30N4OS8Se4Sn as an isolated structure in a non-equilibrium geometry, with properties calculated with ωB97M-V with the def2-TZVPD basis set.

Output
energy above the lowest of the compared OMol25 structures with the same formula, charge and spin	0.4410	eV
highest occupied orbital energy	-1.54	eV
DFT total energy	-14499.28141	Ha
gap between HOMO and LUMO	5.4	eV
charge	-2

Atoms and positions in Å:
1 Sn -0.9876 1.9292 1.1984
2 Se 0.3100 3.1133 3.6761
3 Se -1.1669 4.8710 3.7102
4 Se -1.0445 5.7440 1.5961
5 Se -2.2430 4.2365 0.2157
6 S -3.2114 1.3600 2.6838
7 C -3.5378 0.3671 1.3683
8 N -2.5972 -0.1649 0.6573
9 C -3.0602 -0.8753 -0.3976
10 C -2.2622 -1.5136 -1.3360
11 C -2.8699 -2.1347 -2.4057
12 C -4.2560 -2.1612 -2.5259
13 C -5.0663 -1.5658 -1.5757
14 C -4.4642 -0.9129 -0.5185
15 S -5.1856 -0.0120 0.7894
16 H -1.1967 -1.4720 -1.1933
17 H -2.2624 -2.6118 -3.1610
18 H -4.7114 -2.6570 -3.3739
19 H -6.1422 -1.6005 -1.6627
20 N 2.4648 0.9543 1.7998
21 C 3.3857 1.5164 1.0044
22 C 4.7198 1.1272 1.0470
23 C 5.6856 1.7563 0.2714
24 C 5.3537 2.7827 -0.5770
25 C 4.0133 3.1990 -0.6773
26 C 3.5948 4.2169 -1.5602
27 C 2.2778 4.5778 -1.5976
28 C 1.3818 3.9387 -0.7255
29 N 1.7207 2.9699 0.0836
30 C 3.0098 2.5788 0.1212
31 H 1.4861 1.1377 1.6298
32 H 2.6934 0.1269 2.3211
33 H 4.9960 0.3128 1.7018
34 H 6.7130 1.4243 0.3386
35 H 6.1040 3.2732 -1.1831
36 H 4.3296 4.6906 -2.2006
37 H 1.9130 5.3371 -2.2743
38 H 0.3485 4.2584 -0.7089
39 C -2.0907 3.7199 -3.6685
40 C -2.0115 2.2742 -3.2208
41 S -0.4130 2.0171 -2.3119
42 O -0.7337 1.0332 -1.2663
43 C 0.5245 1.0980 -3.6225
44 C 0.0365 -0.3136 -3.8391
45 H -3.0229 3.9104 -4.1980
46 H -1.2598 3.9727 -4.3251
47 H -2.0595 4.3652 -2.7915
48 H -2.0944 1.5698 -4.0456
49 H -2.7782 2.0593 -2.4785
50 H 1.5536 1.0930 -3.2611
51 H 0.4662 1.7212 -4.5160
52 H 0.0228 -0.8366 -2.8868
53 H 0.7028 -0.8500 -4.5119
54 H -0.9646 -0.3344 -4.2620
55 C 0.2849 -4.1349 1.2168
56 S 0.1249 -4.5885 -0.5390
57 C 1.6623 -4.0385 -1.1847
58 C 2.0743 -2.7366 -1.2253
59 S 1.3319 -1.4066 -0.5607
60 S 3.6462 -2.5431 -2.1056
61 C 3.8657 -4.1916 -2.5925
62 S 5.1070 -4.7016 -3.5475
63 S 2.6596 -5.2589 -1.9628
64 H -0.6213 -4.4765 1.7059
65 H 0.3707 -3.0546 1.2821
66 H 1.1582 -4.6299 1.6307
67 N -0.0494 -0.2555 2.7842
68 C -0.4876 -1.0179 3.5214
69 C -0.9880 -1.9682 4.4390
70 C -2.2314 -1.7593 5.0371
71 C -2.7230 -2.6987 5.9231
72 C -1.9975 -3.8463 6.2072
73 C -0.7545 -4.0432 5.6242
74 C -0.2391 -3.1056 4.7499
75 H -2.7845 -0.8623 4.7982
76 H -3.6795 -2.5340 6.3970
77 H -2.3970 -4.5893 6.8857
78 H -0.1816 -4.9317 5.8518
79 H 0.7370 -3.2434 4.3064

Forces on the atoms, in the same order (eV/Å):
0.3 0.2 0.5
0.1 -0.3 -0.2
-0.5 0.3 0.4
0.1 0.2 -0.5
-0.1 0.1 0.1
-0.2 0.7 0.9
-0.5 -0.4 -0.1
0.5 0.2 0.4
-0.8 -0.4 -0.7
-0.1 0.1 0.0
0.1 -0.1 0.0
-0.2 -0.1 -0.2
-0.1 -0.1 -0.1
0.1 0.1 0.2
0.4 0.0 -0.1
0.2 -0.1 -0.1
0.1 -0.1 0.0
0.0 0.0 0.0
-0.1 0.0 -0.1
-0.4 0.1 0.2
0.5 -0.1 0.0
-0.4 -0.1 0.1
0.1 0.3 -0.3
0.4 -0.1 0.0
-0.3 -0.2 0.3
-0.2 0.0 -0.1
0.4 0.0 0.0
-0.1 0.1 0.1
-0.2 0.1 0.1
0.6 0.2 -0.4
0.3 -0.1 0.1
-0.1 0.0 -0.2
0.0 -0.1 0.1
0.1 0.0 0.0
0.1 0.0 0.0
0.0 0.0 0.0
0.0 0.1 0.0
-0.1 0.0 0.1
-0.1 0.0 0.0
0.6 0.1 0.1
-0.3 0.3 -1.8
-0.1 -0.8 0.7
-0.2 0.3 0.4
-0.2 0.0 0.1
-0.1 0.0 -0.1
0.1 0.1 -0.1
0.0 0.1 0.0
0.0 -0.1 0.0
0.1 -0.1 0.1
0.0 0.1 0.1
0.0 0.1 -0.1
0.0 -0.1 0.1
0.1 0.0 -0.1
-0.2 0.0 -0.1
0.0 -0.1 -0.4
0.1 0.1 0.1
-0.1 -0.3 -0.2
0.7 -0.7 -0.3
-0.1 1.0 0.2
-0.7 -0.5 0.3
-0.4 0.1 0.3
0.4 -0.2 -0.3
0.2 0.6 -0.1
-0.1 -0.1 0.1
0.0 0.1 0.1
0.1 0.0 0.2
0.2 -0.3 0.2
0.4 0.5 -0.6
-0.4 -0.6 0.6
0.2 0.0 -0.1
-0.1 -0.1 0.1
0.0 0.0 0.0
0.0 -0.1 0.1
0.0 0.2 -0.1
-0.1 0.1 -0.1
-0.1 0.0 0.0
0.0 0.0 0.0
0.0 0.0 0.0
0.0 0.0 -0.1


Below is C31H30N6O6S2Tl as an isolated structure in a non-equilibrium geometry, with properties calculated with ωB97M-V with the def2-TZVPD basis set.

Output
energy above the lowest of the compared OMol25 structures with the same formula, charge and spin	0.9940	eV
highest occupied orbital energy	-5.31	eV
DFT total energy	-2948.23385	Ha
gap between HOMO and LUMO	6.5	eV
charge	-1

Atoms and positions in Å:
1 Tl 1.1340 -0.5171 0.0929
2 C 2.2061 3.0564 -3.0124
3 C 1.8735 1.6562 -2.5899
4 N 2.4198 1.1047 -1.5716
5 N 3.2610 1.8336 -0.8010
6 C 3.9210 1.1954 0.2069
7 N 4.5319 1.9888 1.1057
8 S 4.1022 -0.4622 0.2101
9 C 0.9764 0.8335 -3.4408
10 C 0.0364 1.4204 -4.2889
11 C -0.7265 0.6069 -5.1039
12 C -0.5080 -0.7633 -5.0874
13 C 0.4259 -1.2590 -4.1925
14 N 1.1346 -0.4880 -3.3768
15 H 3.2812 3.2271 -2.9252
16 H 1.6767 3.7755 -2.3854
17 H 1.9198 3.2222 -4.0477
18 H 3.0843 2.8266 -0.7043
19 H 4.1332 2.9024 1.2703
20 H 4.8430 1.5148 1.9373
21 H -0.1345 2.4878 -4.2702
22 H -1.4861 1.0373 -5.7438
23 H -1.0588 -1.4246 -5.7423
24 H 0.6175 -2.3257 -4.1147
25 O 0.3684 -3.7978 6.4954
26 C 0.8954 -2.6713 6.4433
27 O 1.2155 -1.8581 7.3226
28 C 1.1921 -2.1902 4.9759
29 C 1.2850 -3.1308 3.9542
30 C 1.4914 -2.6975 2.6593
31 N 1.5744 -1.4018 2.3526
32 C 1.5512 -0.4968 3.3267
33 C 1.3781 -0.8514 4.6578
34 C 1.8178 0.9452 2.8949
35 O 2.1312 1.7605 3.7550
36 O 1.7445 1.1871 1.6374
37 H 1.1723 -4.1804 4.1897
38 H 1.5953 -3.3916 1.8306
39 H 1.3807 -0.0942 5.4281
40 C -1.6299 -0.9496 1.9078
41 N -1.1498 -1.4639 0.6301
42 C -2.0027 -1.0446 -0.4741
43 C -0.9933 -2.9171 0.6435
44 C 0.0455 -3.4166 -0.3459
45 C -0.0095 -4.7156 -0.8487
46 C 1.0047 -5.2002 -1.6621
47 C 2.0932 -4.3953 -1.9798
48 C 2.1564 -3.0969 -1.4853
49 C 1.1279 -2.6359 -0.6882
50 H -2.6469 -1.3025 2.1335
51 H -1.6322 0.1413 1.8864
52 H -0.9625 -1.2711 2.7082
53 H -3.0647 -1.2373 -0.2600
54 H -1.7216 -1.5909 -1.3726
55 H -1.8689 0.0208 -0.6721
56 H -1.9541 -3.4212 0.4638
57 H -0.6602 -3.2010 1.6449
58 H -0.8481 -5.3546 -0.5903
59 H 0.9500 -6.2124 -2.0434
60 H 2.8869 -4.7720 -2.6134
61 H 2.9932 -2.4524 -1.7280
62 O -6.5491 4.4374 0.8201
63 C -5.4908 4.9896 0.1747
64 O -5.6097 6.0889 -0.2974
65 C -4.2476 4.1886 0.1034
66 C -3.0704 4.8421 -0.2782
67 C -1.8832 4.1564 -0.3817
68 C -1.8157 2.7700 -0.1411
69 S -0.3013 1.9855 -0.4546
70 C -2.9928 2.1241 0.2572
71 C -4.1785 2.8225 0.3774
72 H -6.3000 3.5955 1.2126
73 H -3.1209 5.9049 -0.4749
74 H -0.9730 4.6772 -0.6505
75 H -2.9734 1.0644 0.4721
76 H -5.0651 2.2621 0.6589

Forces on the atoms, in the same order (eV/Å):
0.2 -0.2 0.8
-0.1 -0.1 -0.1
0.6 0.2 0.2
-0.7 -0.3 -0.4
0.2 0.5 0.2
0.4 -0.3 -0.2
-0.1 0.2 -0.2
0.2 -0.2 0.1
-0.2 -0.3 -0.1
0.0 0.1 0.2
0.0 -0.1 -0.1
-0.1 0.2 0.0
0.0 -0.1 0.1
0.2 0.0 0.0
0.0 0.0 0.0
0.0 0.1 0.1
0.0 0.1 0.0
-0.1 -0.1 0.1
-0.1 -0.1 0.1
0.0 0.0 0.0
0.0 0.0 0.0
0.0 0.0 0.0
0.0 0.0 0.0
0.0 0.0 0.0
0.1 0.0 0.1
0.0 0.2 -0.5
0.0 -0.1 0.0
-0.1 -0.2 0.5
0.0 0.1 -0.2
0.1 0.0 0.2
0.0 -0.1 -0.3
0.1 0.2 0.1
0.0 0.0 -0.2
0.0 -0.3 0.3
0.0 0.0 -0.2
-0.3 -0.4 -0.7
0.0 0.0 0.1
0.0 0.0 0.0
0.0 0.0 0.0
0.0 0.0 0.2
-0.2 -0.1 0.0
-0.2 0.0 -0.2
0.0 -0.1 0.0
-0.1 0.0 0.1
-0.1 0.0 0.1
0.0 0.0 0.0
0.0 0.0 0.0
0.0 -0.2 -0.2
0.2 1.5 0.0
0.0 0.0 0.0
0.0 0.0 0.0
-0.1 0.0 0.0
0.1 -0.1 0.0
0.0 -0.1 -0.1
0.1 -0.3 0.0
0.0 0.1 0.0
-0.1 0.0 0.0
0.0 0.0 0.0
0.0 0.0 0.0
0.0 0.0 0.0
0.0 0.0 0.0
-0.1 0.0 0.0
0.0 0.1 0.0
0.0 0.0 0.0
0.2 -0.1 0.0
-0.1 0.0 0.1
-0.1 0.0 0.1
-0.1 -0.1 -0.1
0.6 0.0 -0.4
0.0 0.0 0.1
-0.1 0.1 0.0
0.1 -0.1 0.0
0.0 0.0 0.0
0.0 0.0 0.0
-0.1 0.2 0.0
0.0 0.0 0.0


Below is C31H31AlAsF2N2P as an isolated structure in a non-equilibrium geometry, with properties calculated with ωB97M-V with the def2-TZVPD basis set.

Output
energy above the lowest of the compared OMol25 structures with the same formula, charge and spin	0.3452	eV
highest occupied orbital energy	-13.68	eV
DFT total energy	-4328.31161	Ha
gap between HOMO and LUMO	7.4	eV
charge	+2

Atoms and positions in Å:
1 Al -1.3267 0.2916 0.5301
2 N -0.5526 0.4124 2.4271
3 C -1.3585 -0.4005 3.3206
4 C -1.3491 -0.3092 4.6759
5 C -2.1584 -1.1820 5.4459
6 C -2.9382 -2.1199 4.8377
7 C -2.9626 -2.2204 3.4226
8 C -3.7483 -3.1566 2.7179
9 C -3.7189 -3.1833 1.3507
10 C -2.9243 -2.2509 0.6762
11 N -2.1748 -1.3525 1.2942
12 C -2.1736 -1.3447 2.6709
13 H -0.5618 1.3957 2.7018
14 H 0.4263 0.1175 2.4803
15 H -0.7220 0.4222 5.1719
16 H -2.1456 -1.1014 6.5239
17 H -3.5483 -2.7949 5.4242
18 H -4.3732 -3.8487 3.2699
19 H -4.3047 -3.8920 0.7838
20 H -2.9023 -2.2473 -0.4042
21 F -2.8298 1.3861 1.4953
22 C -1.9989 2.1832 0.4626
23 F -1.2028 2.9882 1.2399
24 H -2.7522 2.8660 0.0801
25 C 4.3322 0.1781 3.1014
26 C 3.5147 -0.8982 2.7738
27 C 2.5624 -0.7588 1.7740
28 C 2.4325 0.4594 1.1042
29 C 3.2511 1.5339 1.4231
30 C 4.2024 1.3836 2.4274
31 As 1.1101 0.5813 -0.2874
32 C 1.6114 2.0414 -1.4066
33 C 1.4394 3.3954 -1.1668
34 C 1.9225 4.2992 -2.1064
35 C 2.5575 3.8348 -3.2533
36 C 2.7143 2.4734 -3.4831
37 C 2.2381 1.5561 -2.5564
38 C 2.2970 0.0754 -2.6862
39 C 2.8397 -0.6275 -3.7552
40 C 2.8007 -2.0154 -3.7588
41 C 2.2195 -2.7179 -2.7073
42 C 1.6724 -2.0272 -1.6322
43 C 1.7235 -0.6422 -1.6341
44 H 5.0792 0.0715 3.8765
45 H 3.6301 -1.8451 3.2847
46 H 1.9637 -1.6213 1.4923
47 H 3.1654 2.4756 0.8965
48 H 4.8486 2.2150 2.6766
49 H 0.9453 3.7516 -0.2716
50 H 1.8044 5.3623 -1.9444
51 H 2.9342 4.5430 -3.9795
52 H 3.2082 2.1359 -4.3854
53 H 3.2968 -0.1043 -4.5853
54 H 3.2300 -2.5569 -4.5915
55 H 2.1976 -3.7995 -2.7266
56 H 1.2244 -2.5786 -0.8137
57 C -1.3619 1.1851 -2.8713
58 P -2.0886 -0.1118 -1.8358
59 C -1.7935 -1.6123 -2.8102
60 C -3.8720 0.2161 -1.9349
61 H -1.9384 1.2581 -3.7956
62 H -0.3328 0.9337 -3.1252
63 H -1.3758 2.1501 -2.3666
64 H -2.1810 -1.4517 -3.8175
65 H -2.2793 -2.4918 -2.3897
66 H -0.7208 -1.8010 -2.8644
67 H -4.2277 0.0057 -2.9443
68 H -4.0513 1.2690 -1.7159
69 H -4.4448 -0.3816 -1.2269

Forces on the atoms, in the same order (eV/Å):
-0.1 0.0 -0.5
0.0 0.1 0.1
0.1 0.1 -0.2
-0.1 -0.1 0.2
0.1 0.1 0.0
0.0 0.0 -0.1
-0.1 -0.2 0.2
-0.1 -0.1 0.1
0.1 0.1 -0.1
0.0 -0.1 0.0
0.1 0.1 0.2
0.1 0.1 -0.3
-0.1 0.0 0.1
0.0 0.0 0.0
0.0 0.0 0.0
0.0 0.0 0.0
0.0 0.0 0.0
0.0 0.0 0.0
0.0 0.0 0.0
0.0 0.1 0.0
0.0 0.2 -0.2
0.0 0.1 1.2
0.1 0.0 0.0
0.0 -0.3 -0.6
0.0 0.0 0.0
0.0 0.1 0.0
0.1 0.0 0.0
0.1 -0.1 0.0
0.0 -0.1 0.2
0.0 0.1 0.0
-0.1 -0.5 -0.1
0.0 0.1 0.2
0.1 0.0 -0.1
0.0 0.0 0.0
0.0 0.0 0.0
0.0 0.0 -0.1
0.1 -0.1 -0.1
0.0 0.2 -0.1
0.0 0.0 0.0
0.0 0.0 0.0
0.0 0.1 0.0
0.1 0.0 -0.1
0.0 0.1 0.1
0.0 0.0 0.0
0.0 0.0 0.0
0.0 0.0 0.0
0.0 0.0 0.0
0.0 0.0 0.0
0.0 0.0 0.0
0.0 0.0 0.0
0.0 0.0 0.0
0.0 0.0 0.0
0.0 0.0 0.0
0.0 0.0 0.0
0.0 0.0 0.0
0.0 0.0 0.0
0.0 0.0 -0.1
0.0 0.1 0.2
0.0 0.0 -0.1
-0.1 0.0 -0.1
0.0 0.0 0.0
0.0 0.0 0.0
0.0 0.0 0.0
0.0 0.0 0.0
0.0 0.0 0.0
0.0 0.0 0.0
0.0 0.0 0.0
0.0 0.0 0.0
0.0 0.0 0.0


| no. | LUMO level (eV) |
| --- | --- |
| 1 | 3.807 |
| 2 | 1.156 |
| 3 | -6.296 |